[1]
Computed, not measured: a molecular structure, C26H28B2F4HgN8O5S, with ωB97M-V/def2-TZVPD.

Results
- Orbital gap (alpha / beta): 0.229 / 0.161 Eh
- Total charge: +1
- HOMO level (alpha / beta): -10.780 / -10.775 eV
- Expectation value of S²: 0.75
- 2S+1: 2

Atoms and positions in Å:
Hg 0.868 -0.445 -1.441
C -1.201 -1.624 -5.785
C -0.416 -1.585 -4.515
N -0.769 -0.985 -3.448
O -1.999 -0.378 -3.497
B -2.365 0.051 -2.161
F -1.470 1.018 -1.642
F -3.651 0.507 -2.144
O -2.359 -1.119 -1.146
N -1.161 -1.632 -0.818
C -1.214 -2.709 -0.124
C -2.464 -3.358 0.366
C 0.110 -3.284 0.300
N 1.121 -2.853 -0.596
O 2.030 -3.639 -0.809
B 3.227 -3.124 -1.991
F 4.159 -4.072 -1.807
F 3.508 -1.880 -1.533
O 2.535 -3.249 -3.220
N 1.443 -2.380 -3.270
C 0.869 -2.368 -4.411
C 1.353 -3.150 -5.590
C 0.149 -4.658 0.869
H -2.157 -1.130 -5.647
H -1.368 -2.652 -6.108
H -0.654 -1.116 -6.582
H -3.323 -2.787 0.028
H -2.465 -3.397 1.459
H -2.555 -4.382 0.005
H 2.432 -3.263 -5.552
H 1.063 -2.670 -6.521
H 0.917 -4.151 -5.579
H -0.289 -4.641 1.868
H 1.170 -5.028 0.938
H -0.425 -5.348 0.253
C 1.898 2.085 2.904
C 1.981 3.308 2.250
C 2.133 3.320 0.879
C 2.206 2.111 0.174
N 2.079 0.943 0.801
C 1.936 0.941 2.126
C 2.465 2.117 -1.294
C 3.253 3.142 -1.821
C 3.538 3.194 -3.175
C 3.033 2.221 -4.022
C 2.258 1.191 -3.508
C 1.970 1.133 -2.151
H 1.820 2.020 3.980
H 1.943 4.237 2.802
H 2.191 4.258 0.349
H 1.889 -0.037 2.594
H 3.687 3.887 -1.168
H 4.165 3.985 -3.562
H 3.249 2.259 -5.081
H 1.869 0.434 -4.177
N -2.977 2.949 2.250
C -2.256 1.857 2.449
S -1.679 0.969 1.069
N -1.944 1.436 3.664
C -2.226 2.109 4.901
C -2.796 1.373 5.929
C -3.048 1.995 7.141
C -2.743 3.338 7.315
C -2.162 4.058 6.281
C -1.889 3.444 5.067
H -3.194 3.243 1.310
H -3.470 3.385 3.017
H -1.563 0.504 3.723
H -3.043 0.330 5.783
H -3.491 1.429 7.949
H -2.949 3.820 8.260
H -1.903 5.098 6.421
H -1.388 3.990 4.278
O 0.124 -2.503 2.596
N 0.386 -2.092 1.545

---

[2]
Computed, not measured: a molecular structure, C26H28BrCl5HfN2O5PS2, with ωB97M-V/def2-TZVPD.

Results
- Relative energy (zero: lowest compared OMol25 entry of this formula, charge and spin): 0.0 kJ/mol
- Orbital gap: 0.296 Eh
- Total charge: +1
- HOMO level: -11.369 eV

Atoms and positions in Å:
Hf 0.051 -0.851 -0.085
Br 1.210 -0.785 3.895
C 2.473 -0.718 2.493
C 3.798 -0.696 2.898
C 4.790 -0.603 1.943
C 4.421 -0.487 0.616
C 3.087 -0.514 0.297
N 2.090 -0.676 1.211
C 2.702 -0.259 -1.148
O 3.526 0.149 -1.914
O 1.430 -0.479 -1.420
H 4.027 -0.745 3.952
H 5.832 -0.596 2.236
H 5.138 -0.354 -0.182
O -0.871 0.316 1.700
C -2.207 0.758 2.032
C -3.040 -0.434 2.440
C -2.853 -1.605 1.450
C -1.847 -2.597 1.964
C -2.266 -3.561 2.868
C -1.355 -4.441 3.416
C -0.024 -4.323 3.051
C 0.324 -3.343 2.152
N -0.558 -2.494 1.593
H -0.293 1.111 1.639
H -2.633 1.241 1.155
H -2.130 1.482 2.841
H -4.085 -0.123 2.465
H -2.769 -0.754 3.448
H -2.563 -1.215 0.473
H -3.796 -2.121 1.285
H -3.316 -3.613 3.128
H -1.673 -5.201 4.118
H 0.738 -4.975 3.455
H 1.354 -3.231 1.860
C -1.056 4.666 0.874
C -1.513 4.553 -0.564
C -2.948 4.086 -0.697
O -0.655 3.706 -1.390
P -0.044 2.266 -1.254
S -1.491 0.832 -1.301
S 1.121 2.067 0.354
O 0.723 2.084 -2.595
C 1.628 2.988 -3.322
C 2.656 3.597 -2.394
C 0.835 4.012 -4.106
H -1.587 5.499 1.339
H 0.014 4.859 0.940
H -1.280 3.759 1.438
H -1.405 5.522 -1.045
H -3.090 3.124 -0.199
H -3.229 3.981 -1.745
H -3.608 4.820 -0.231
H 2.112 2.299 -4.007
H 2.180 4.238 -1.650
H 3.340 4.210 -2.983
H 3.232 2.823 -1.887
H 0.430 4.786 -3.454
H 0.012 3.534 -4.640
H 1.494 4.482 -4.837
Cl -3.019 -2.020 -1.965
C -1.629 -3.066 -1.985
C -0.468 -2.696 -1.301
C 0.567 -3.626 -1.392
Cl 2.056 -3.251 -0.556
C 0.505 -4.825 -2.086
Cl 1.847 -5.893 -2.125
C -0.676 -5.145 -2.748
Cl -0.807 -6.617 -3.610
C -1.750 -4.260 -2.696
Cl -3.210 -4.655 -3.506

---

[3]
Computed, not measured: a molecular structure, C26H28BrN4O5S3SeZr, with ωB97M-V/def2-TZVPD.

Results
- Relative energy (zero: lowest compared OMol25 entry of this formula, charge and spin): 20.0 kJ/mol
- Orbital gap: 0.239 Eh
- Total charge: +3
- HOMO level: -16.219 eV

Atoms and positions in Å:
Zr 0.434 -0.760 0.434
O 1.781 1.182 4.111
C 1.140 0.802 3.050
O 1.447 -0.284 2.472
C 0.074 1.644 2.567
C -0.560 2.715 3.211
C -1.541 3.378 2.489
C -1.850 3.000 1.186
C -1.338 1.827 0.744
N -0.384 1.193 1.424
C -1.613 1.201 -0.606
O -2.461 1.640 -1.352
O -0.901 0.093 -0.792
H 2.501 0.543 4.183
H -0.218 3.076 4.164
H -2.013 4.245 2.945
H -2.584 3.510 0.575
O -4.493 -4.723 1.983
C -3.678 -3.781 1.661
C -3.447 -3.379 0.335
C -2.502 -2.396 0.181
N -1.795 -1.770 1.179
C -2.118 -2.137 2.470
Br -1.380 -1.206 3.950
C -3.026 -3.135 2.711
H -4.886 -5.119 1.235
H -3.924 -3.847 -0.508
H -2.302 -2.073 -0.859
H -3.262 -3.425 3.750
C 0.981 -4.159 -0.845
C 0.404 -4.465 0.533
S 0.748 -3.138 1.762
C 2.478 -3.345 2.183
C 3.479 -3.100 1.036
S 3.115 -1.601 -0.001
C 3.187 -1.980 -1.786
C 1.764 -2.145 -2.551
S 0.363 -2.575 -1.538
H 0.672 -4.958 -1.572
H 2.120 -4.303 -0.871
H 0.823 -5.381 0.823
H -0.670 -4.530 0.578
H 2.739 -4.308 2.609
H 2.486 -2.516 2.962
H 3.523 -3.926 0.276
H 4.486 -2.922 1.378
H 3.859 -2.832 -1.915
H 3.670 -1.171 -2.228
H 1.891 -2.930 -3.329
H 1.413 -1.239 -2.988
C 0.088 1.586 -3.454
N 0.415 2.609 -2.434
C 1.213 2.559 -1.374
Se 2.207 1.074 -0.728
N 1.314 3.754 -0.826
C 0.589 4.641 -1.515
C 0.250 5.944 -1.192
C -0.752 6.498 -1.920
C -1.281 5.835 -3.010
C -0.956 4.575 -3.343
C 0.019 3.949 -2.537
H 0.819 1.719 -4.301
H -0.873 1.700 -3.905
H 0.154 0.596 -3.069
H 1.982 3.955 -0.117
H 0.642 6.504 -0.279
H -1.030 7.544 -1.634
H -1.963 6.381 -3.621
H -1.470 4.086 -4.149

---

[4]
Computed, not measured: a molecular structure, C26H28Cl3IrN9OS, with ωB97M-V/def2-TZVPD.

Results
- Relative energy (zero: lowest compared OMol25 entry of this formula, charge and spin): 0.0 kJ/mol
- Orbital gap (alpha / beta): 0.247 / 0.174 Eh
- Total charge: +3
- HOMO level (alpha / beta): -14.714 / -15.626 eV
- Expectation value of S²: 6.02
- 2S+1: 5

Atoms and positions in Å:
Ir -2.440 -0.689 -0.542
C -3.568 -4.681 -4.241
N -3.998 -3.826 -3.126
C -5.437 -3.642 -2.915
C -3.124 -3.125 -2.403
N -3.472 -2.283 -1.456
N -1.791 -3.359 -2.693
C -0.669 -2.819 -2.091
N 0.441 -3.564 -2.238
N -0.699 -1.676 -1.485
H -4.449 -5.080 -4.730
H -2.984 -5.535 -3.890
H -3.008 -4.114 -4.987
H -5.965 -4.466 -3.381
H -5.786 -2.707 -3.358
H -5.692 -3.668 -1.856
H -4.460 -2.324 -1.260
H -1.614 -4.114 -3.334
H 0.416 -4.498 -2.610
H 1.306 -3.269 -1.818
H 0.194 -1.437 -1.068
Cl 3.672 -2.911 5.092
C 3.516 -1.577 4.026
C 3.589 -0.281 4.517
C 3.447 0.785 3.646
C 3.231 0.587 2.284
C 3.043 1.773 1.376
C 1.682 2.442 1.630
N 0.551 1.516 1.580
C -0.067 1.021 2.707
C -1.023 0.162 2.282
N -0.983 0.100 0.906
C -0.017 0.926 0.512
O 4.038 2.741 1.689
C 4.556 3.579 0.680
C 5.465 2.848 -0.272
C 6.632 2.145 0.163
Cl 7.164 2.033 1.717
S 7.524 1.417 -1.134
C 6.388 2.031 -2.232
C 5.343 2.766 -1.636
C 3.176 -0.723 1.825
Cl 2.925 -1.058 0.117
C 3.314 -1.807 2.674
H 3.760 -0.113 5.572
H 3.526 1.797 4.026
H 3.100 1.431 0.340
H 1.526 3.267 0.936
H 1.694 2.848 2.639
H 0.203 1.341 3.701
H -1.715 -0.421 2.867
H 0.256 1.132 -0.513
H 5.159 4.309 1.222
H 3.782 4.123 0.135
H 6.516 1.846 -3.292
H 4.556 3.242 -2.205
H 3.275 -2.819 2.295
N -3.368 4.736 2.546
C -3.821 3.979 1.810
C -4.296 2.980 0.890
C -5.634 2.837 0.537
C -5.969 1.845 -0.370
C -4.978 1.023 -0.869
N -3.685 1.141 -0.508
C -3.358 2.123 0.340
H -6.386 3.494 0.953
H -6.990 1.711 -0.698
H -5.207 0.263 -1.605
H -2.312 2.245 0.583